Below is a cluster of 7 separate species, C5H23NO7S in total, with properties calculated with ωB97M-V/def2-TZVPD.

Calculated total energy, a.u.: -1183.845992
Relative energy (zero: lowest compared OMol25 entry of this formula, charge and spin), eV: 1.458

The geometry in ORCA input format:
```
! wB97M-V def2-TZVPD RIJCOSX def2/J DEFGRID3
* xyz -1 2
C -1.9916 -0.0528 -2.3044
N -1.5457 0.1458 -0.9451
C -0.4026 -0.7188 -0.5695
C 0.9388 -0.1023 -0.8688
C 2.1805 -0.9922 -0.9712
S 2.7193 -1.4635 -2.6354
C -0.5757 -0.8298 1.0242
O -1.0250 -1.9360 1.3650
H -1.1981 -0.1045 -3.0842
H -2.5448 -1.0200 -2.3954
H -2.6195 0.7586 -2.6174
H -2.3323 0.0094 -0.3105
H -0.5000 -1.7279 -0.9862
H 1.3126 0.6588 -0.1482
H 0.7944 0.6212 -1.7131
H 2.0222 -1.9896 -0.4658
H 3.0095 -0.6346 -0.3106
H 2.6719 -0.2709 -3.1704
H -0.1503 -0.0003 1.5967
H -1.0172 2.3964 1.2846
H -1.5638 2.2968 -0.2281
O -1.0083 2.7682 0.3995
H 0.0092 1.4489 2.9576
H -0.4030 0.4138 4.0463
O -0.7406 1.1153 3.4798
H -4.6108 0.9691 1.5261
H -3.9134 0.7697 2.7931
O -3.8417 0.4926 1.8681
H 0.7528 3.1101 -0.1991
H 1.8564 2.3803 -0.9927
O 1.7109 3.1372 -0.4189
H 1.7450 2.7057 1.3363
H 1.6556 2.6770 2.8698
O 1.3502 2.1923 2.0735
H 0.2593 -3.1521 0.2357
H 0.0753 -4.5974 0.5289
O -0.0928 -3.9569 -0.1714
*
```

natural (NBO) charges, unit e, in atom order: number 1, C, carries -0.4165; number 2, N, carries -0.6764; number 3, C, carries -0.1746; number 4, C, carries -0.4507; number 5, C, carries -0.5415; number 6, S, carries -0.0571; number 7, C, carries 0.0351; number 8, O, carries -0.7651; number 9, H, carries 0.1864; number 10, H, carries 0.1616; number 11, H, carries 0.1723; number 12, H, carries 0.3867; number 13, H, carries 0.1850; number 14, H, carries 0.2110; number 15, H, carries 0.1667; number 16, H, carries 0.2281; number 17, H, carries 0.2070; number 18, H, carries 0.0949; number 19, H, carries 0.0898; number 20, H, carries 0.5031; number 21, H, carries 0.5080; number 22, O, carries -1.0005; number 23, H, carries 0.4899; number 24, H, carries 0.4690; number 25, O, carries -0.9845; number 26, H, carries 0.4457; number 27, H, carries 0.4649; number 28, O, carries -0.9088; number 29, H, carries 0.5160; number 30, H, carries 0.4796; number 31, O, carries -0.9925; number 32, H, carries 0.5092; number 33, H, carries 0.4630; number 34, O, carries -1.0014; number 35, H, carries 0.4933; number 36, H, carries 0.4528; number 37, O, carries -0.9494

---

Below is a cluster of 5 separate species, C13H16Cl6N2 in total, with properties calculated with ωB97M-V/def2-TZVPD.

Calculated total energy, a.u.: -3375.564925
Relative energy (zero: lowest compared OMol25 entry of this formula, charge and spin), eV: 1.022
SMILES: c1ccncc1.c1ccncc1.ClCCl.ClCCl.ClCCl

The geometry in ORCA input format:
```
! wB97M-V def2-TZVPD RIJCOSX def2/J DEFGRID3
* xyz 0 1
N -2.7110 -2.8666 -6.1361
C -3.6141 -3.7914 -5.6383
C -3.6971 -5.1120 -6.0205
C -2.7746 -5.4799 -7.0182
C -1.7679 -4.5857 -7.4420
C -1.7245 -3.2621 -6.9553
H -4.1900 -3.3234 -4.8536
H -4.3210 -5.9085 -5.6428
H -2.6750 -6.4933 -7.3782
H -1.1465 -4.9428 -8.2499
H -0.9433 -2.6081 -7.3137
N 7.9156 -5.4827 -11.0971
C 7.0739 -4.7261 -10.3585
C 7.1687 -4.5934 -8.9352
C 8.1417 -5.3066 -8.3053
C 8.9886 -6.1288 -9.0365
C 8.8865 -6.1416 -10.4587
H 6.2799 -4.2095 -10.8772
H 6.5908 -3.9004 -8.3417
H 8.2612 -5.2067 -7.2366
H 9.7741 -6.6711 -8.5313
H 9.5601 -6.7721 -11.0201
C 6.3380 0.8319 -9.3661
Cl 4.6325 0.0961 -9.6893
Cl 7.4607 -0.2490 -8.4448
H 6.8703 1.1826 -10.2503
H 6.1689 1.7120 -8.7458
C 1.3549 2.0798 -6.4402
Cl 0.9610 3.6325 -7.1862
Cl 3.0665 1.8007 -6.8159
H 1.2011 2.1657 -5.3646
H 0.7048 1.3562 -6.9320
C 3.4999 -1.6197 -6.8821
Cl 1.9373 -2.3804 -6.5129
Cl 4.8734 -2.6464 -6.4454
H 3.4845 -1.5200 -7.9674
H 3.5633 -0.6951 -6.3084
*
```

natural (NBO) charges, unit e, in atom order: number 1, N, carries -0.4213; number 2, C, carries 0.0194; number 3, C, carries -0.2666; number 4, C, carries -0.1666; number 5, C, carries -0.2570; number 6, C, carries 0.0344; number 7, H, carries 0.2010; number 8, H, carries 0.2287; number 9, H, carries 0.2129; number 10, H, carries 0.2145; number 11, H, carries 0.1999; number 12, N, carries -0.4224; number 13, C, carries 0.0395; number 14, C, carries -0.2574; number 15, C, carries -0.1847; number 16, C, carries -0.2531; number 17, C, carries 0.0325; number 18, H, carries 0.1922; number 19, H, carries 0.2278; number 20, H, carries 0.2132; number 21, H, carries 0.2150; number 22, H, carries 0.1932; number 23, C, carries -0.3381; number 24, Cl, carries -0.0779; number 25, Cl, carries -0.0255; number 26, H, carries 0.2279; number 27, H, carries 0.2194; number 28, C, carries -0.3886; number 29, Cl, carries -0.0293; number 30, Cl, carries -0.0384; number 31, H, carries 0.2305; number 32, H, carries 0.2320; number 33, C, carries -0.3924; number 34, Cl, carries -0.0494; number 35, Cl, carries -0.0334; number 36, H, carries 0.2326; number 37, H, carries 0.2354

---

Q: Among the records above, which one has the highest calculated total energy?
A: C5H23NO7S